(1)
51
Properties=species:S:1:pos:R:3:forces:R:3 method="wB97M-V/def2-TZVPD" mol_weight_g_mol=443.65 spin_multiplicity=1 homo_lumo_gap_ev=7.6 e_above_lowest_ev=0.168 total_energy_ev=-42954.266 charge=+1
Cd 2.450 0.246 0.798 0.0 -0.4 0.2
C -0.075 0.092 0.090 -0.8 0.0 1.8
O 0.637 1.046 -0.270 0.9 1.9 -1.1
O -1.404 0.305 0.189 1.6 -4.3 0.4
O 0.452 -0.912 0.602 -0.5 -1.1 -0.5
H -1.511 1.189 0.032 -1.3 3.9 -1.0
O -1.950 4.576 -0.320 0.4 0.1 0.0
H -1.505 4.102 0.373 0.5 0.3 1.1
H -2.216 3.792 -0.806 -0.6 -0.1 -0.5
O 3.316 2.235 -0.624 1.3 -1.8 1.5
H 2.543 2.486 -1.099 -1.2 1.2 -1.0
H 3.923 2.977 -0.514 -0.3 0.0 -0.2
O 0.361 -1.908 -2.414 -0.1 0.4 1.4
H 0.600 -2.142 -3.280 -0.4 -0.7 -2.2
H 1.224 -1.664 -2.093 0.1 0.1 0.8
O -2.381 -2.118 -2.195 -1.0 -0.2 2.7
H -1.519 -1.794 -1.947 1.1 0.3 -1.0
H -2.683 -2.235 -1.239 -0.5 -0.2 -2.3
O 1.191 0.665 2.914 2.6 -0.8 0.0
H 0.322 0.968 2.860 -2.4 0.9 -0.2
H 1.152 -0.071 3.540 0.1 0.0 -0.1
O 2.697 -1.071 -1.234 0.5 -0.6 1.0
H 3.343 -1.624 -1.678 0.4 -0.8 0.3
H 2.741 -0.310 -1.767 -0.2 2.1 -1.4
O 1.047 3.706 -1.771 1.2 1.7 0.1
H 1.012 4.486 -1.164 -0.2 -0.9 -0.8
H 0.640 2.993 -1.317 -1.0 -0.9 0.8
O 1.194 -3.411 2.692 2.0 0.5 -2.0
H 1.217 -3.972 3.428 -0.1 -1.2 1.6
H 0.463 -2.801 2.739 -1.5 0.3 0.5
O -0.641 0.868 -2.897 0.4 -1.1 -1.1
H -0.306 1.063 -2.054 1.4 -0.3 1.8
H -1.188 1.618 -2.941 -1.8 1.5 -1.0
O -2.989 2.625 -1.843 1.2 -0.5 -0.1
H -3.843 2.258 -1.729 -1.3 -1.4 0.6
H -3.263 3.453 -2.186 0.0 1.7 -1.0
O -2.842 -2.127 0.693 0.1 0.9 0.2
H -2.368 -2.945 0.609 0.2 -1.0 -0.3
H -2.251 -1.448 0.315 -0.5 -0.2 0.3
O 2.102 -3.794 -0.412 -1.6 -1.5 -1.5
H 1.742 -2.988 -0.108 -0.3 1.3 0.7
H 3.001 -3.895 -0.223 1.9 0.1 0.8
O -3.648 2.238 1.147 0.5 -2.3 -0.5
H -3.645 1.447 1.721 -0.2 0.1 -0.7
H -3.706 2.894 1.798 -0.3 2.1 1.2
O 3.061 -1.662 2.002 1.5 2.3 -0.9
H 3.768 -1.653 2.650 0.1 -0.2 0.1
H 2.465 -2.377 2.207 -1.5 -1.6 0.6
O -0.828 -1.824 2.664 -0.5 0.0 0.5
H -1.567 -2.165 2.132 -0.4 0.0 0.6
H -0.346 -1.396 1.952 0.4 0.5 -0.4

***

(2)
52
Properties=species:S:1:pos:R:3:forces:R:3 method="wB97M-V/def2-TZVPD" mol_weight_g_mol=429.10 spin_multiplicity=1 homo_lumo_gap_ev=8.5 e_above_lowest_ev=0.000 total_energy_ev=-98557.568 charge=+1
Al -0.771 -0.049 0.500 -0.2 -0.3 -0.3
C 0.379 4.005 0.720 -0.2 -0.1 0.0
C -0.413 4.537 -0.295 0.1 -0.2 0.1
C -1.340 3.736 -0.931 0.0 -0.2 0.1
C -1.458 2.388 -0.577 0.2 0.7 -0.1
N -0.672 1.898 0.405 0.0 -0.1 -0.2
C 0.204 2.678 1.039 0.3 0.3 0.2
C -2.363 1.428 -1.216 -0.4 -0.9 -0.1
C -3.234 1.776 -2.248 0.1 0.0 0.1
C -4.022 0.805 -2.840 0.0 0.0 -0.1
C -3.972 -0.507 -2.397 0.0 0.0 0.1
C -3.121 -0.851 -1.361 0.2 0.0 0.2
C -2.296 0.090 -0.753 0.4 0.3 -0.1
H 1.107 4.607 1.239 0.1 0.0 0.1
H -0.296 5.571 -0.582 0.0 0.1 0.0
H -1.962 4.154 -1.706 0.0 -0.1 -0.1
H 0.780 2.198 1.821 0.0 0.0 0.0
H -3.308 2.793 -2.601 0.0 0.1 -0.1
H -4.678 1.068 -3.653 -0.1 0.1 -0.1
H -4.595 -1.259 -2.860 0.0 0.0 0.0
H -3.096 -1.879 -1.021 0.0 -0.1 0.0
C 1.364 -0.477 3.997 0.1 0.4 0.1
N 0.780 -1.664 3.438 -0.3 -0.2 -0.2
C 1.522 -2.906 3.268 0.4 -0.2 0.0
C 0.473 -3.860 2.664 0.2 -0.4 0.0
N -0.613 -2.947 2.340 0.0 0.2 0.1
C -0.391 -1.725 2.824 0.2 -0.5 0.2
S -1.475 -0.422 2.683 -0.5 0.4 0.0
H 1.934 -0.735 4.889 0.0 0.0 -0.1
H 0.561 0.208 4.267 0.2 0.0 0.0
H 2.025 0.016 3.276 0.0 -0.1 0.0
H 1.915 -3.252 4.227 -0.1 0.0 -0.1
H 2.366 -2.740 2.586 -0.1 0.0 0.1
H 0.141 -4.619 3.380 0.1 0.1 -0.1
H 0.837 -4.363 1.765 0.0 0.1 0.2
H -1.507 -3.241 1.985 0.0 0.1 0.0
C 2.377 1.451 -1.380 -0.2 -0.5 -0.1
Ge 1.697 -0.392 -1.661 0.2 -0.2 0.1
C 3.222 -1.599 -2.082 -0.5 0.4 0.1
C 0.359 -0.404 -3.118 0.4 0.0 0.4
C 0.876 -1.041 0.056 -0.2 0.2 -0.5
H 2.979 1.762 -2.228 0.1 0.0 -0.1
H 2.999 1.511 -0.491 0.1 0.0 0.1
H 1.560 2.157 -1.273 -0.1 0.1 0.0
H 3.735 -1.258 -2.975 0.1 0.1 -0.1
H 2.878 -2.614 -2.259 -0.1 -0.1 0.0
H 3.941 -1.619 -1.267 0.0 0.0 0.1
H 0.807 -0.054 -4.043 0.1 0.1 -0.1
H -0.480 0.243 -2.879 -0.1 0.1 0.0
H -0.025 -1.405 -3.288 0.0 -0.2 0.0
H 1.697 -1.121 0.776 -0.1 0.2 0.1
H 0.573 -2.075 -0.159 0.0 0.0 0.0

***

(3)
10
Properties=species:S:1:pos:R:3:forces:R:3 method="wB97M-V/def2-TZVPD" mol_weight_g_mol=77.07 spin_multiplicity=1 homo_lumo_gap_ev="5.9 / 7.3" e_above_lowest_ev=2.223 total_energy_ev=-8084.335 charge=-1
N 1.671 0.620 -0.240 2.3 0.0 2.5
N -1.771 -0.679 -0.096 -1.4 -2.3 -0.6
N 1.200 -0.487 0.585 0.7 1.6 0.0
N -1.334 0.383 0.597 1.8 1.9 0.9
O -0.939 1.317 -0.143 -0.8 -0.3 0.1
H 2.220 1.263 0.419 -1.2 -1.1 -1.3
H 0.887 1.145 -0.574 -1.2 0.7 -0.2
H -1.748 -1.516 0.474 -0.3 0.3 0.7
H -1.179 -0.963 -0.841 0.8 0.5 -1.4
H 0.994 -1.084 -0.182 -0.8 -1.4 -0.6

***

(4)
13
Properties=species:S:1:pos:R:3:forces:R:3 method="wB97M-V/def2-TZVPD" mol_weight_g_mol=154.28 spin_multiplicity=3 homo_lumo_gap_ev="9.1 / 7.0" e_above_lowest_ev=0.000 total_energy_ev=-37758.544
C -0.143 -0.048 -0.484 0.2 -1.2 1.2
C -0.219 1.206 0.021 0.6 -1.3 -1.1
C 0.575 -1.268 0.125 0.2 0.2 -0.7
O -3.399 0.190 -0.266 -0.9 0.2 -0.7
S -1.388 2.328 -0.703 0.1 0.3 0.4
S 0.994 1.795 1.171 -0.7 0.1 0.0
S -2.971 -0.729 0.790 0.2 -0.9 0.9
H -0.685 -0.355 -1.370 -0.4 0.6 0.0
H -0.001 -2.195 0.323 -0.1 0.6 -0.9
H 1.024 -1.116 1.049 0.3 1.1 2.2
H 1.511 -1.508 -0.375 -0.3 -0.4 -1.0
H -2.436 1.722 -0.090 0.4 0.6 -0.4
H 0.297 2.915 1.434 0.2 -0.1 0.2

***

(5)
28
Properties=species:S:1:pos:R:3:forces:R:3 method="wB97M-V/def2-TZVPD" mol_weight_g_mol=151.25 spin_multiplicity=1 homo_lumo_gap_ev=10.3 e_above_lowest_ev=4.534 total_energy_ev=-12132.485
C 0.463 -2.959 1.305 -0.9 -2.2 -0.8
C 1.059 -2.395 0.002 0.4 1.0 -3.0
C -0.025 -2.286 -1.187 0.8 -1.2 -0.8
C 0.674 -2.060 -2.619 -0.4 2.6 1.5
C -0.095 -1.754 -3.924 -2.4 0.0 1.4
C 0.696 2.729 0.590 1.8 -2.1 0.1
C 0.128 3.527 1.517 -0.4 0.4 -1.7
C -1.047 3.074 2.053 0.3 5.2 3.5
C -1.467 1.768 2.083 2.8 1.8 -3.5
C -0.867 1.001 1.079 1.2 1.9 0.7
H -0.064 -2.170 1.876 0.6 -0.4 -0.1
H -0.457 -3.664 0.875 2.5 1.2 1.7
H 1.236 -3.554 1.986 -1.9 1.3 -1.5
H 1.933 -2.927 -0.539 -1.2 0.2 1.6
H 1.418 -1.321 0.041 -0.2 -1.1 0.6
H -0.548 -3.224 -1.400 0.1 -0.4 0.8
H -0.827 -1.642 -0.844 0.0 0.8 -0.5
H 1.192 -2.935 -2.868 1.1 -1.5 0.2
H 1.431 -1.255 -2.426 -0.5 -0.6 -0.5
H -0.831 -0.935 -3.814 0.3 -0.2 0.3
H 0.571 -1.379 -4.671 0.5 -0.4 -0.7
H -0.766 -2.621 -4.230 1.3 0.8 0.0
H 1.723 2.914 0.184 -1.2 0.0 -0.2
H 0.409 4.556 1.576 0.3 0.4 0.4
H -1.291 4.150 2.616 -1.3 -3.7 -0.4
H -2.266 1.498 2.590 -3.5 -1.5 2.4
H -1.231 -0.010 0.955 0.5 -0.1 -0.6
N 0.178 1.523 0.387 -0.3 -2.3 -0.7

***

(6)
33
Properties=species:S:1:pos:R:3:forces:R:3 method="wB97M-V/def2-TZVPD" mol_weight_g_mol=682.29 spin_multiplicity=1 homo_lumo_gap_ev="4.6 / 4.6" e_above_lowest_ev=1.018 total_energy_ev=-152026.523 charge=-2
Au 0.305 -0.038 0.321 0.6 0.1 0.4
S 2.975 2.882 1.305 -0.1 -0.4 0.2
As 1.449 2.682 -0.157 2.0 2.1 0.2
S -0.485 2.275 0.760 -0.1 -1.6 -0.2
S 1.769 0.905 -1.366 -0.8 -0.4 0.3
S 1.456 4.451 -1.305 -0.6 0.1 -0.5
Cl 0.797 -3.884 3.001 0.3 -0.2 0.0
C -0.841 -3.450 2.649 0.0 0.1 0.0
C -1.846 -4.271 3.083 0.0 0.0 -0.2
C -3.177 -3.926 2.866 -0.3 0.0 0.0
C -3.456 -2.718 2.232 0.0 -0.2 0.3
C -2.444 -1.901 1.790 0.1 0.3 -0.2
Cl -2.865 -0.384 1.035 -0.4 0.0 0.3
C -1.040 -2.202 1.951 -1.0 -0.6 0.3
N -0.048 -1.480 1.583 0.6 1.2 -0.4
H -1.586 -5.182 3.606 0.0 0.0 0.0
H -3.977 -4.569 3.199 -0.1 0.0 0.1
H -4.479 -2.395 2.099 -0.1 0.0 -0.1
N -3.773 -3.804 -0.795 0.0 -0.1 0.1
C -3.915 -3.175 -1.985 0.0 -0.3 0.2
O -4.710 -3.559 -2.830 -0.1 0.1 -0.2
C -3.028 -2.001 -2.187 0.2 0.5 -0.3
C -3.399 -1.011 -3.101 0.1 -0.3 0.2
C -2.576 0.087 -3.270 -0.2 -0.1 0.0
C -1.413 0.167 -2.520 0.0 0.2 -0.2
N -1.043 -0.780 -1.670 0.0 -0.2 -0.4
C -1.823 -1.831 -1.509 -0.4 -0.3 -0.2
H -4.402 -4.563 -0.591 0.1 0.1 0.0
H -3.282 -3.380 -0.022 0.0 0.0 0.0
H -4.323 -1.126 -3.650 0.0 0.0 0.0
H -2.830 0.872 -3.965 0.0 0.1 0.0
H -0.737 1.008 -2.607 0.1 0.1 0.1
H -1.449 -2.579 -0.823 0.0 -0.1 0.2